Formula: C42H43BrCsFN11O5S2
Source: the Open Molecules 2025 dataset
Level of theory: ωB97M-V/def2-TZVPD

Structure (XYZ):
```
106
Properties=species:S:1:pos:R:3:forces:R:3:mulliken_charge:R:1
Cs -0.524716 1.390872 2.665359 -0.2 0.5 0.2 1.0770
C -0.386217 6.305147 5.986698 0.0 0.0 0.0 -2.0173
C -0.560493 5.003071 5.250471 0.0 0.0 0.0 0.8810
N -0.142292 4.793853 4.062044 0.0 0.0 0.0 -0.1658
N 0.504677 5.826402 3.454819 0.0 0.0 0.0 -0.0679
C 0.927685 5.756562 2.160399 0.0 0.0 0.0 0.1375
N 1.547137 6.893655 1.750198 0.0 0.0 0.0 -0.3990
S 0.697458 4.475456 1.140238 0.0 0.0 0.0 -0.2417
C -1.255437 3.871844 5.927095 0.0 0.0 0.0 0.6191
C -1.123196 3.690290 7.298285 0.0 0.0 0.0 -0.9696
C -1.755964 2.609563 7.895497 0.0 0.0 0.0 -0.5242
C -2.509073 1.762213 7.106605 0.0 0.0 0.0 -1.0097
C -2.594849 2.028097 5.745185 0.0 0.0 0.0 -0.1998
N -1.980312 3.052042 5.159830 0.0 0.0 0.0 -0.0412
H -0.789486 7.133205 5.396794 0.0 0.0 0.0 0.4756
H 0.667530 6.514908 6.192201 0.0 0.0 0.0 0.4224
H -0.919990 6.300589 6.931617 0.0 0.0 0.0 0.4389
H 0.622313 6.698395 3.951019 0.0 0.0 0.0 0.2906
H 1.914139 7.560205 2.409146 0.0 0.0 0.0 0.1874
H 1.969806 6.858239 0.839551 0.0 0.0 0.0 0.2310
H -0.516723 4.363025 7.889330 0.0 0.0 0.0 0.3913
H -1.654472 2.437559 8.959135 0.0 0.0 0.0 0.4275
H -3.024433 0.903848 7.513616 0.0 0.0 0.0 0.4826
H -3.178826 1.381066 5.099840 0.0 0.0 0.0 0.5580
C 4.726288 -3.555192 -0.793570 0.0 0.0 0.0 -0.9140
C 3.638961 -4.361200 -0.097452 0.0 0.0 0.0 -1.0387
N 2.446703 -3.565304 0.184842 0.0 0.0 0.0 0.2892
C 2.305870 -3.013631 1.420690 0.0 0.0 -0.1 -0.1273
C 1.310246 -2.184102 1.825943 0.1 0.0 0.1 -0.1407
C 1.391018 -1.710159 3.310447 0.0 -0.1 -0.3 -0.0209
O 2.374717 -2.125289 3.933227 0.0 0.0 0.0 -0.8762
O 0.448288 -0.979441 3.687658 0.2 -0.2 0.2 -0.4455
C 0.302209 -1.809747 0.866458 -0.1 0.1 -0.2 1.2314
O -0.658405 -1.051978 1.045126 0.1 -0.3 0.0 -0.8411
C 0.461883 -2.413287 -0.480352 0.0 0.0 0.0 0.4711
C -0.496022 -2.109121 -1.450681 0.0 0.0 0.0 -0.3414
C -0.398594 -2.653482 -2.693713 0.0 0.0 0.0 -0.1154
F -1.346232 -2.390971 -3.624959 0.0 0.0 0.0 -0.5151
C 0.655149 -3.505266 -3.048143 -0.1 0.0 0.0 -0.6627
C 1.614802 -3.799792 -2.097123 0.0 0.0 0.0 -0.5372
C 1.520368 -3.271629 -0.797021 0.0 0.0 0.0 -0.0631
N 0.692295 -4.065170 -4.338400 0.3 0.1 -0.1 0.3281
C 0.443109 -3.290962 -5.526990 0.0 0.0 0.0 -0.1752
C 1.618222 -3.406617 -6.485288 0.0 0.0 0.0 -0.8115
N 1.895020 -4.868366 -6.754242 0.0 0.0 0.0 -0.0637
C 2.171727 -5.631632 -5.483946 0.0 0.0 0.0 -0.6448
C 0.971778 -5.452271 -4.565898 -0.1 0.0 0.0 -0.9204
H 5.595909 -4.182082 -0.992665 0.0 0.0 0.0 0.3961
H 5.042279 -2.725594 -0.161222 0.0 0.0 0.0 0.3406
H 4.374295 -3.140398 -1.739695 0.0 0.0 0.0 0.1932
H 4.001935 -4.732825 0.858803 0.0 0.0 0.0 0.4684
H 3.350388 -5.238164 -0.679036 0.0 0.0 0.0 0.4367
H 3.065639 -3.262324 2.153316 0.0 0.0 0.0 0.5458
H -1.314339 -1.453766 -1.182527 0.0 0.0 0.0 0.6138
H 2.449050 -4.428061 -2.376509 0.0 0.0 0.0 0.5385
H 0.320180 -2.238673 -5.281776 0.0 0.0 0.0 0.0040
H -0.476694 -3.621325 -6.032435 0.0 0.0 0.0 0.3250
H 2.523070 -2.994649 -6.044175 0.0 0.0 0.0 0.3453
H 1.421386 -2.926351 -7.442227 0.0 0.0 0.0 0.3190
H 2.677952 -4.961689 -7.400666 0.0 0.0 0.0 0.3581
H 1.079751 -5.281214 -7.214734 0.0 0.0 0.0 0.3977
H 3.076183 -5.201684 -5.056146 0.0 0.0 0.0 0.3868
H 2.342603 -6.673086 -5.751781 0.0 0.0 0.0 0.4043
H 1.156276 -5.962776 -3.623248 0.0 0.0 0.0 0.4766
H 0.105061 -5.949196 -5.033327 0.0 0.0 0.0 0.3139
C -3.595148 3.974457 1.828645 0.0 0.0 0.0 -0.6682
O -2.728558 3.168576 1.042204 0.1 -0.1 0.0 0.1180
C -2.875835 3.181174 -0.293747 0.0 0.0 0.0 0.3508
C -3.861591 3.859601 -0.978903 0.0 0.0 0.0 -0.6824
C -3.896884 3.802012 -2.374705 0.0 0.0 0.0 -0.8459
Br -5.268491 4.731646 -3.289403 0.0 0.0 0.0 -0.2237
C -2.965775 3.096389 -3.085712 0.0 0.0 0.0 -0.7947
C -1.952442 2.403337 -2.399142 0.0 0.0 0.0 0.9548
C -1.913083 2.428119 -1.006008 0.0 0.0 0.0 0.0260
O -0.990445 1.791928 -0.277862 0.0 0.0 0.0 -0.1213
C -0.888435 1.713554 -3.118387 0.0 0.0 0.0 0.1027
N 0.026309 0.961730 -2.545770 0.0 0.0 0.0 -0.2170
C 0.903510 0.596786 -3.546237 0.0 0.0 0.0 0.0207
C 2.087543 -0.131571 -3.473825 0.0 0.0 0.0 -0.4503
C 2.829443 -0.269627 -4.634035 0.0 -0.1 0.0 -0.8821
C 2.394712 0.279896 -5.849559 0.0 0.0 0.0 -0.5848
C 1.205563 0.985755 -5.941013 0.0 0.0 0.0 -1.0611
C 0.478055 1.140061 -4.767447 0.0 0.0 0.0 0.6232
N -0.677651 1.830851 -4.466786 0.0 0.0 0.0 -0.0474
H -3.512040 5.024594 1.536927 0.0 0.0 0.0 0.4025
H -3.259900 3.847962 2.855475 0.0 0.0 0.0 -0.1595
H -4.630789 3.640029 1.733789 0.0 0.0 0.0 0.3682
H -4.607745 4.432040 -0.449190 0.0 0.0 0.0 0.5605
H -3.031566 3.071370 -4.164683 0.0 0.0 0.0 0.4711
H -0.408549 1.273643 -0.881854 0.0 0.0 0.0 0.5035
H 2.422646 -0.538369 -2.527815 0.0 0.0 0.0 0.5422
H 3.784777 -0.780051 -4.594343 0.0 0.0 0.0 0.4969
H 3.017163 0.184126 -6.730964 0.0 0.0 0.0 0.4861
H 0.886703 1.429796 -6.874989 0.0 0.0 0.0 0.4607
H -1.202077 2.417302 -5.090933 0.0 0.0 0.0 0.2454
S -3.845284 -0.161235 3.023126 0.0 0.0 0.0 -0.3181
C -2.919703 -1.236401 3.912329 -0.1 0.0 0.0 -0.0968
N -2.207116 -2.201610 3.245910 0.0 0.0 0.0 0.2515
C -1.443530 -3.118327 3.857621 0.0 0.0 0.0 -0.1271
C -1.392599 -3.148836 5.214835 0.0 0.0 0.0 -0.7556
C -2.095022 -2.124000 5.867622 0.0 0.0 0.0 0.1065
N -2.821871 -1.212012 5.267966 0.0 0.0 0.0 -0.4069
H -2.151770 -2.075029 2.241825 0.0 0.0 0.0 0.2306
H -0.885385 -3.785995 3.216486 0.0 0.0 0.0 0.4100
H -0.781624 -3.858574 5.747437 0.0 0.0 0.0 0.4118
H -2.040107 -2.046720 6.949570 0.0 0.0 0.0 0.3866
```
Forces are in eV/Å.

* energy relative to the best compared isomer or geometry (same formula, charge and spin): 11.2 kcal per mole
* charge: +1
* HOMO-LUMO gap: 5.863 eV
* E_tot: -165855.78284 eV

=====

Formula: C42H44AsN6O3PdS
Source: the Open Molecules 2025 dataset
Level of theory: ωB97M-V/def2-TZVPD

Structure (XYZ):
```
98
Properties=species:S:1:pos:R:3:forces:R:3:mulliken_charge:R:1
Pd -0.077656 -0.202351 -0.180720 -0.1 -0.2 -0.3 1.1787
C 1.305646 4.821340 -1.848547 0.0 0.0 0.0 -1.2340
C 1.487979 4.053399 -0.546910 0.0 0.0 0.0 -0.7348
N 0.256623 3.869626 0.219815 0.0 0.0 0.0 0.5439
C -0.094341 4.893085 1.208362 0.0 0.0 0.0 -0.7287
C -1.098689 5.910108 0.681569 0.0 0.0 0.0 -0.9915
C -0.579383 2.825568 0.037377 0.0 0.1 0.2 0.6745
S -0.238100 1.759373 -1.339645 0.0 -0.2 -0.1 -0.3059
N -1.641946 2.759009 0.789440 0.1 0.0 0.0 -0.0495
C -2.421292 1.696195 1.063003 -0.1 0.0 -0.1 -0.5960
O -2.027201 0.543609 1.280855 0.1 0.1 0.1 -0.4887
C -3.889623 1.986932 1.188309 0.0 0.0 0.0 0.3389
C -4.390009 3.283844 1.168162 0.0 0.0 0.0 0.1043
C -5.754801 3.508010 1.273088 0.0 0.0 0.0 -0.7323
C -6.629620 2.437947 1.392525 0.0 0.0 0.0 -0.4493
C -6.136220 1.139192 1.415245 0.0 0.0 0.0 -0.7214
C -4.772332 0.917476 1.317920 0.0 0.0 0.0 -0.4968
H 2.263359 4.917911 -2.363298 0.0 0.0 0.0 0.4356
H 0.917430 5.823576 -1.669094 0.0 0.0 0.0 0.3494
H 0.616358 4.293584 -2.508018 0.0 0.0 0.0 0.2074
H 2.187860 4.578883 0.105272 0.0 0.0 0.0 0.4062
H 1.906549 3.070229 -0.753806 0.0 0.0 0.0 0.1344
H 0.830834 5.395125 1.493289 0.0 0.0 0.0 0.4224
H -0.488115 4.395222 2.091793 0.0 0.0 0.0 0.4604
H -0.679135 6.494783 -0.136473 0.0 0.0 0.0 0.3044
H -1.384575 6.599163 1.477132 0.0 0.0 0.0 0.3548
H -1.994815 5.407264 0.321277 0.0 0.0 0.0 0.1747
H -3.699808 4.110955 1.078086 0.0 0.0 0.0 0.3917
H -6.136878 4.520450 1.264306 0.0 0.0 0.0 0.4169
H -7.694217 2.614869 1.474295 0.0 0.0 0.0 0.3995
H -6.818248 0.304043 1.519003 0.0 0.0 0.0 0.4638
H -4.362567 -0.084084 1.349650 0.0 0.0 0.0 0.5818
N -1.635887 -1.032929 -1.228804 0.2 -0.2 0.2 -0.8515
C -2.682214 -1.467577 -0.985445 -0.2 0.3 -0.1 0.6259
N -3.857281 -1.951026 -0.717515 0.1 -0.1 0.0 0.2051
C -3.992100 -3.149683 0.121461 0.0 0.0 0.0 0.1389
C -4.676031 -4.235299 -0.691186 0.0 0.0 0.0 -0.7824
O -5.899834 -3.759025 -1.216479 0.0 0.0 0.0 -0.4013
C -5.701814 -2.678319 -2.109984 0.0 0.0 0.0 -0.6102
C -5.079628 -1.492982 -1.390340 0.0 0.0 0.0 -0.4587
H -4.600057 -2.889156 0.991401 0.0 0.0 0.0 0.2008
H -3.003118 -3.461845 0.457055 0.0 0.0 0.0 0.0043
H -4.908992 -5.094266 -0.064396 0.0 0.0 0.0 0.3766
H -4.013292 -4.560047 -1.504180 0.0 0.0 0.0 0.3879
H -6.678793 -2.411747 -2.508164 0.0 0.0 0.0 0.3707
H -5.053940 -2.990372 -2.939422 0.0 0.0 0.0 0.3472
H -5.761850 -1.101586 -0.632601 0.0 0.0 0.0 0.0876
H -4.825106 -0.691693 -2.081581 0.0 0.0 0.0 0.5102
N -0.276168 -2.960521 2.962493 0.0 0.0 0.1 -0.0806
C -0.202986 -1.769911 2.323241 0.0 -0.1 -0.1 -1.8121
N -0.071078 -1.922843 1.032057 0.1 0.4 0.0 1.9993
C -0.064807 -3.284353 0.787944 0.0 0.0 0.0 -0.3961
C 0.043342 -3.979638 -0.413570 0.0 0.0 0.0 -0.4057
C 0.011132 -5.357995 -0.347850 0.0 0.0 0.0 -1.1176
C -0.122412 -6.030088 0.878449 0.0 0.0 0.0 -0.7440
C -0.229184 -5.348562 2.075498 0.0 0.0 0.0 -1.1252
C -0.198360 -3.959627 2.005203 0.0 0.1 -0.1 1.2310
H -0.395895 -3.078784 3.953651 0.0 0.0 0.0 0.2624
H -0.267304 -0.812387 2.815334 0.0 0.0 0.0 0.6067
H 0.143655 -3.446585 -1.350018 0.0 0.0 0.0 0.4114
H 0.093478 -5.938648 -1.257099 0.0 0.0 0.0 0.5231
H -0.143974 -7.111643 0.883768 0.0 0.0 0.0 0.4746
H -0.330659 -5.872605 3.016548 0.0 0.0 0.0 0.5010
O 1.600375 0.496622 0.749307 -0.2 0.1 0.2 -0.5392
As 3.002490 0.072749 -0.076680 0.1 0.0 0.0 1.5245
C 2.997590 0.523591 -1.933369 0.0 0.0 0.0 0.3836
C 3.714104 1.636999 -2.355775 0.0 0.0 0.0 -0.7018
C 3.636441 2.035986 -3.682940 0.0 0.0 0.0 -0.6291
C 2.851156 1.321330 -4.574778 0.0 0.0 0.0 -0.6850
C 2.142681 0.203961 -4.150420 0.0 0.0 0.0 -0.7822
C 2.211596 -0.198606 -2.827373 0.0 0.1 0.0 0.0948
C 4.386579 1.061485 0.789357 0.0 -0.1 -0.1 -0.1172
C 5.722919 0.801090 0.503626 0.0 0.0 0.0 -0.3463
C 6.709808 1.542284 1.134128 0.0 0.0 0.0 -0.7831
C 6.356411 2.532835 2.042156 0.0 0.0 0.0 -0.4365
C 5.021094 2.784857 2.325108 0.0 0.0 0.0 -0.8001
C 4.025689 2.047821 1.698446 0.0 0.0 0.0 -0.2483
C 3.279643 -1.810530 0.130134 0.1 0.0 -0.1 0.4248
C 3.112684 -2.340771 1.405997 0.0 0.0 0.0 -0.8375
C 3.266465 -3.703038 1.605800 0.0 0.0 0.0 -0.5371
C 3.589095 -4.530309 0.536647 0.0 0.0 0.0 -0.5431
C 3.777561 -3.995739 -0.729327 0.0 0.0 0.0 -0.8283
C 3.626266 -2.631057 -0.937043 0.0 0.0 0.0 -0.3514
H 4.322566 2.196451 -1.655808 0.0 0.0 0.0 0.3777
H 4.187358 2.904960 -4.017330 0.0 0.0 0.0 0.4604
H 2.789491 1.635771 -5.608320 0.0 0.0 0.0 0.4022
H 1.526602 -0.345966 -4.849331 0.0 0.0 0.0 0.4384
H 1.633510 -1.049395 -2.487406 0.0 0.0 0.0 0.4165
H 5.996315 0.024764 -0.202535 0.0 0.0 0.0 0.4106
H 7.752105 1.347710 0.919963 0.0 0.0 0.0 0.4153
H 7.128653 3.109414 2.534102 0.0 0.0 0.0 0.4041
H 4.753545 3.554853 3.036562 0.0 0.0 0.0 0.4251
H 2.978034 2.228073 1.906389 0.0 0.0 0.0 0.4211
H 2.857827 -1.689473 2.234108 0.0 0.0 0.0 0.4325
H 3.138417 -4.122333 2.595487 0.0 0.0 0.0 0.4168
H 3.702018 -5.594868 0.694659 0.0 0.0 0.0 0.4429
H 4.043521 -4.639225 -1.557557 0.0 0.0 0.0 0.4608
H 3.777482 -2.214911 -1.924669 0.0 0.0 0.0 0.5203
```
Forces are in eV/Å.

* energy relative to the best compared isomer or geometry (same formula, charge and spin): 0.0 kcal per mole
* charge: +1
* HOMO-LUMO gap (alpha / beta): 7.961 / 7.960 eV
* E_tot: -134500.97062 eV